{"formula": "C15H29Br14Cl3", "method": "ωB97M-V/def2-TZVPD", "de_lowest_kcal_mol": 39.5, "e_lumo_ha": -0.0027, "gap_ev": 9.4958, "max_force_ev_per_a": 2.323, "e_homo_ev": -9.570, "elements": ["Cl", "C", "Cl", "Cl", "H", "Br", "C", "C", "Br", "H", "H", "H", "H", "Br", "C", "C", "Br", "H", "H", "H", "H", "Br", "C", "C", "Br", "H", "H", "H", "H", "Br", "C", "C", "Br", "H", "H", "H", "H", "Br", "C", "C", "Br", "H", "H", "H", "H", "Br", "C", "C", "Br", "H", "H", "H", "H", "Br", "C", "C", "Br", "H", "H", "H", "H"], "xyz": [[5.153, 1.400, 2.376], [4.676, 0.050, 1.331], [4.367, -1.466, 2.223], [5.906, -0.183, 0.013], [3.710, 0.198, 0.849], [-7.473, 2.038, -0.149], [-6.950, 0.463, 0.986], [-6.332, -0.673, 0.125], [-5.452, -1.935, 1.340], [-7.817, 0.115, 1.547], [-6.242, 1.018, 1.601], [-5.583, -0.240, -0.537], [-7.144, -1.294, -0.253], [0.671, -2.474, -1.591], [2.562, -2.500, -1.078], [3.464, -2.787, -2.329], [5.390, -3.029, -1.774], [2.786, -3.243, -0.312], [2.744, -1.520, -0.638], [3.517, -2.065, -3.143], [3.311, -3.696, -2.912], [-3.045, 1.120, -0.308], [-1.535, 0.178, 0.700], [-0.313, 1.091, 0.874], [1.261, -0.100, 1.533], [-1.284, -0.718, 0.133], [-1.909, -0.060, 1.696], [-0.540, 1.936, 1.523], [-0.035, 1.447, -0.118], [-1.286, 1.951, -6.117], [-1.800, 0.717, -4.695], [-1.122, 1.110, -3.400], [-1.719, 3.041, -3.051], [-1.608, -0.293, -5.055], [-2.870, 0.905, -4.606], [-0.035, 1.104, -3.483], [-1.298, 0.485, -2.525], [-2.118, -2.901, 2.417], [-2.428, -4.743, 3.161], [-3.649, -5.372, 2.536], [-4.329, -7.157, 3.278], [-2.284, -4.702, 4.240], [-1.631, -5.395, 2.803], [-3.593, -5.384, 1.448], [-4.479, -4.698, 2.751], [4.178, 0.657, -4.103], [4.705, 2.183, -3.030], [3.424, 2.878, -2.463], [2.372, 1.523, -1.512], [5.322, 2.825, -3.660], [5.225, 1.812, -2.147], [2.770, 3.279, -3.238], [3.622, 3.674, -1.745], [2.341, 3.715, 1.256], [1.674, 4.136, 3.081], [2.432, 3.213, 4.091], [2.061, 3.829, 5.944], [0.596, 3.976, 3.049], [1.829, 5.214, 3.131], [3.515, 3.211, 3.971], [2.322, 2.136, 3.966]], "atomic_forces_ev_per_a": [[-0.25, -0.57, -0.29], [0.26, -0.47, -0.64], [0.48, 0.31, 0.02], [-0.70, 0.28, 0.96], [0.45, 0.76, 0.01], [-0.15, -0.86, 0.11], [0.46, 0.38, -0.68], [-0.79, 0.91, 1.43], [0.14, 0.28, -0.07], [0.11, 0.26, -0.10], [0.06, -0.80, 0.20], [-0.29, -0.59, -0.20], [0.39, 0.44, -0.75], [0.39, -0.18, 0.10], [1.16, -0.11, -1.24], [0.64, -0.12, 0.03], [-1.02, 0.03, -0.19], [-0.53, -0.12, -0.15], [0.13, -0.05, -0.32], [-0.25, 0.69, 0.74], [-0.60, -0.33, 0.85], [1.16, -0.63, 1.00], [0.09, 0.44, 0.40], [-0.34, -0.88, -1.01], [-1.77, 1.19, -0.23], [-0.22, 0.16, 0.02], [-0.38, -0.18, -0.33], [0.54, -0.32, 0.26], [0.46, 0.09, 0.31], [0.20, -0.40, -0.33], [-0.51, 0.52, 0.18], [0.46, 0.96, -0.24], [0.67, -1.42, 0.35], [0.16, 0.11, 0.24], [0.06, -0.38, 0.00], [-0.03, 0.48, -0.25], [-0.80, 0.20, -0.12], [-0.18, -1.29, 0.47], [1.40, -1.14, -0.65], [-1.92, 1.06, 0.76], [1.03, 1.45, -0.62], [-0.80, 0.21, -0.14], [0.62, 0.60, 0.01], [0.29, -0.63, 0.19], [-0.31, -0.33, 0.02], [0.36, 0.06, -0.31], [-1.28, 0.41, 1.02], [0.32, -0.46, -0.73], [0.07, 0.34, 0.03], [-0.16, 0.01, 0.21], [0.38, -0.11, -0.39], [0.09, -0.18, -0.01], [0.29, -0.21, -0.01], [-0.31, -0.02, 0.49], [0.58, -0.84, -0.16], [0.33, 0.86, -0.35], [0.05, -0.48, -0.85], [0.18, -0.27, 0.14], [0.36, -0.32, 0.63], [0.00, 1.06, 0.02], [-1.29, 0.10, 0.17]], "lowdin_charge": [0.547, -1.512, 0.509, 0.473, -0.130, 0.540, -0.645, -0.667, 0.595, 0.056, 0.025, -0.010, 0.049, 0.614, -0.671, -0.606, 0.535, 0.053, -0.027, -0.006, 0.041, 0.613, -0.624, -0.546, 0.596, 0.002, 0.018, 0.059, -0.015, 0.579, -0.685, -0.610, 0.490, 0.062, 0.041, 0.021, 0.012, 0.593, -0.617, -0.649, 0.528, 0.062, 0.054, 0.061, 0.012, 0.626, -0.653, -0.599, 0.609, 0.060, 0.019, 0.057, 0.044, 0.588, -0.613, -0.679, 0.582, 0.047, 0.044, 0.009, 0.038]}

{"formula": "C6H10N2O2", "method": "ωB97M-V/def2-TZVPD", "de_lowest_kcal_mol": 56.2, "e_lumo_ha": 0.0238, "gap_ev": 8.9876, "max_force_ev_per_a": 4.130, "e_homo_ev": -8.340, "elements": ["O", "O", "C", "C", "C", "H", "H", "H", "H", "H", "H", "N", "C", "C", "C", "N", "H", "H", "H", "H"], "xyz": [[1.446, -1.819, -0.854], [0.115, -1.204, 0.917], [1.455, -1.401, 0.500], [0.124, -1.584, -1.337], [-0.709, -1.788, -0.091], [2.006, -0.451, 0.637], [1.966, -2.177, 1.101], [-0.081, -2.294, -2.162], [0.018, -0.559, -1.741], [-0.893, -2.861, 0.111], [-1.688, -1.272, -0.090], [0.120, 2.861, -0.611], [0.486, 1.603, -0.423], [-0.887, 3.082, 0.297], [-1.131, 1.948, 1.041], [-0.245, 1.015, 0.566], [1.267, 1.073, -0.969], [-1.386, 4.049, 0.370], [-1.836, 1.728, 1.843], [-0.149, 0.051, 0.895]], "atomic_forces_ev_per_a": [[-0.26, 0.27, 0.43], [0.70, -4.05, 0.41], [1.36, -0.23, 0.17], [-0.16, -0.02, -0.92], [-1.11, -0.54, -0.29], [-0.40, -0.24, -0.11], [-0.44, 0.22, -0.25], [0.09, 0.25, 0.60], [0.03, -0.44, 0.26], [0.26, 0.47, 0.03], [0.62, -0.09, -0.03], [0.03, -0.34, 0.09], [-0.57, 0.55, 0.41], [-0.20, 0.10, 0.14], [0.33, 0.36, -0.46], [-0.51, 2.84, -0.37], [-0.24, 0.31, 0.18], [0.22, -0.37, -0.07], [0.32, 0.12, -0.36], [-0.07, 0.82, 0.13]], "lowdin_charge": [-0.078, -0.119, -0.181, -0.160, -0.121, 0.137, 0.145, 0.140, 0.112, 0.139, 0.146, 0.032, -0.227, -0.184, -0.107, 0.044, 0.115, 0.089, 0.104, -0.027]}

{"formula": "C5H10O2", "method": "ωB97M-V/def2-TZVPD", "de_lowest_kcal_mol": 59.7, "e_lumo_ha": 0.0373, "gap_ev": 10.7413, "max_force_ev_per_a": 0.394, "e_homo_ev": -9.727, "elements": ["C", "O", "C", "C", "C", "C", "O", "H", "H", "H", "H", "H", "H", "H", "H", "H", "H"], "xyz": [[-1.876, -1.459, -0.634], [-1.015, -0.336, -0.704], [-0.546, 0.036, 0.553], [0.642, -0.716, 1.082], [0.780, 0.724, 0.661], [1.558, 1.151, -0.556], [1.180, 2.452, -0.965], [-2.929, -1.150, -0.614], [-1.675, -2.056, 0.264], [-1.706, -2.088, -1.512], [-1.323, 0.369, 1.240], [0.723, -0.977, 2.133], [1.048, -1.455, 0.395], [0.850, 1.442, 1.476], [2.624, 1.214, -0.317], [1.436, 0.420, -1.368], [0.229, 2.429, -1.134]], "atomic_forces_ev_per_a": [[-0.17, -0.21, -0.01], [0.12, 0.13, -0.06], [-0.02, 0.07, 0.24], [0.10, -0.16, 0.10], [0.05, 0.18, 0.02], [0.17, -0.34, 0.10], [-0.28, 0.07, -0.15], [0.15, 0.02, 0.01], [0.04, 0.06, -0.13], [-0.03, 0.14, 0.05], [0.05, -0.14, 0.01], [-0.04, 0.09, -0.16], [-0.07, 0.07, 0.07], [-0.06, -0.07, -0.13], [-0.13, -0.04, -0.03], [-0.01, 0.10, 0.12], [0.15, 0.05, -0.04]], "lowdin_charge": [-0.091, -0.145, -0.327, -0.048, -0.216, -0.237, -0.057, 0.088, 0.091, 0.089, 0.151, 0.103, 0.117, 0.144, 0.124, 0.123, 0.090]}

{"formula": "C4H4N2O", "method": "ωB97M-V/def2-TZVPD", "de_lowest_kcal_mol": 71.7, "e_lumo_ha": 0.0183, "gap_ev": 10.9520, "max_force_ev_per_a": 5.051, "e_homo_ev": -10.454, "elements": ["N", "C", "C", "C", "C", "O", "N", "H", "H", "H", "H"], "xyz": [[-1.774, 1.983, 0.178], [-0.945, 1.237, 0.563], [0.011, 0.164, 1.073], [-0.219, -1.241, 0.528], [0.624, -0.752, -0.743], [0.986, -1.350, -1.676], [0.952, 0.398, 0.062], [0.510, -0.044, 2.003], [0.364, -2.150, 1.167], [-1.184, -1.359, 0.110], [1.352, 1.241, -0.073]], "atomic_forces_ev_per_a": [[2.68, -2.01, 0.78], [-3.44, 0.72, 2.13], [-0.76, 0.40, -1.02], [1.50, -1.55, -0.73], [0.35, -0.24, 5.03], [0.67, 0.26, -2.20], [1.42, -3.97, -2.67], [-0.75, 1.66, 1.27], [-2.11, 2.58, -1.97], [-1.35, -1.12, 0.51], [1.79, 3.27, -1.14]], "lowdin_charge": [0.147, -0.143, -0.301, -0.021, -0.417, 0.142, 0.074, 0.138, 0.196, 0.091, 0.096]}